No. 1
DFT (ωB97M-V/def2-TZVPD) results for 2 unconnected molecules or ions with the total composition C26H21F3N2O.

```
53
Properties=species:S:1:pos:R:3:nbo_charge:R:1
F -3.547 4.310 0.982 -0.344
C -2.744 3.201 0.992 0.987
F -3.556 2.132 0.760 -0.327
F -1.908 3.317 -0.096 -0.356
C -1.956 3.101 2.257 -0.315
C -1.101 1.902 2.427 0.420
O -1.184 0.903 1.681 -0.760
C -0.174 1.983 3.539 -0.335
C -0.235 3.006 4.464 -0.197
C -1.143 4.058 4.312 -0.333
C -1.974 4.115 3.187 -0.152
H 0.535 1.163 3.635 0.185
H 0.440 2.999 5.325 0.201
H -1.204 4.854 5.055 0.202
H -2.648 4.959 3.055 0.217
C 2.035 3.839 -1.109 -0.411
N 1.644 2.444 -1.141 -0.308
C 1.236 1.749 -0.042 0.175
C 0.832 0.449 -0.422 -0.226
C 0.324 -0.562 0.402 0.160
C -0.257 -1.769 -0.026 -0.234
C -1.091 -2.098 -1.130 0.116
N -1.287 -3.449 -1.173 -0.323
C -1.999 -4.146 -2.230 -0.407
C -0.645 -4.055 -0.083 0.114
C 0.018 -3.041 0.646 0.022
C 0.915 -3.383 1.647 -0.209
C 1.180 -4.741 1.876 -0.214
C 0.513 -5.740 1.143 -0.209
C -0.436 -5.405 0.160 -0.228
C 1.086 0.356 -1.862 0.013
C 1.540 1.634 -2.277 0.116
C 1.945 1.911 -3.575 -0.223
C 1.990 0.832 -4.475 -0.209
C 1.595 -0.454 -4.071 -0.221
C 1.131 -0.693 -2.767 -0.220
H 2.280 4.167 -2.121 0.218
H 1.202 4.446 -0.723 0.235
H 2.902 3.988 -0.449 0.220
H 1.249 2.201 0.944 0.253
H 0.512 -0.485 1.467 0.254
H -1.553 -1.439 -1.861 0.240
H -1.959 -5.222 -2.046 0.223
H -3.048 -3.826 -2.262 0.221
H -1.551 -3.925 -3.209 0.215
H 1.402 -2.582 2.200 0.222
H 1.913 -5.028 2.632 0.222
H 0.736 -6.787 1.345 0.221
H -0.981 -6.149 -0.419 0.215
H 2.216 2.930 -3.838 0.218
H 2.336 0.995 -5.496 0.221
H 1.639 -1.279 -4.782 0.217
H 0.834 -1.686 -2.445 0.219
```

Computed properties:
LUMO level = -1.391 eV
Gap between HOMO and LUMO = 4.862 eV
ΔE to the lowest compared entry with this formula, charge and spin = 11.1 kJ/mol
HOMO = -6.253 eV
E = -1487.6760 Eh
Multiplicity = 1

No. 2
DFT (ωB97M-V/def2-TZVPD) results for a molecular structure, C22H27N3NbO6P2S2Si.

```
64
Properties=species:S:1:pos:R:3:nbo_charge:R:1
Nb -1.003 -0.228 0.369 1.863
C -1.801 1.870 3.308 -0.706
C -2.118 0.432 3.380 0.149
N -1.933 -0.359 2.297 -0.629
C -2.155 -1.708 2.640 0.089
C -2.649 -1.845 3.925 -0.366
S -2.876 -0.333 4.728 0.680
C -2.240 -2.707 1.579 0.070
C -2.953 -3.870 1.664 -0.357
S -3.251 -4.556 0.117 0.630
C -2.317 -3.271 -0.634 0.187
N -1.935 -2.297 0.201 -0.597
C -2.111 -3.218 -2.096 -0.701
H -0.705 2.055 3.421 0.272
H -2.348 2.455 4.102 0.286
H -2.096 2.260 2.274 0.254
H -3.012 -2.772 4.396 0.288
H -3.187 -4.486 2.532 0.291
H -1.416 -3.960 -2.536 0.290
H -1.729 -2.189 -2.395 0.248
H -3.063 -3.327 -2.591 0.281
N -3.011 3.103 -2.656 -0.697
C -1.548 2.711 -2.188 -0.628
C -0.570 3.741 -2.792 -0.637
P -1.414 0.969 -2.735 2.381
O 0.174 0.771 -2.966 -1.003
O -2.156 0.816 -4.011 -1.034
O -1.639 0.036 -1.535 -1.065
P -1.458 2.863 -0.353 2.392
O -0.848 4.301 -0.065 -0.951
O -2.875 2.743 0.042 -1.118
O -0.573 1.747 0.228 -1.028
H -3.393 2.332 -3.279 0.482
H -3.012 4.004 -3.134 0.458
H -3.604 3.056 -1.834 0.474
H -0.106 3.294 -3.695 0.254
H 0.254 3.985 -2.110 0.263
H -1.086 4.692 -3.112 0.253
H 0.404 0.679 -3.904 0.546
H -1.065 4.561 0.862 0.544
C 3.491 -3.719 -2.261 -0.130
C 2.415 -4.118 -1.475 -0.194
C 1.859 -3.257 -0.504 -0.225
C 2.262 -1.914 -0.328 -0.406
C 3.226 -1.516 -1.242 -0.195
C 3.779 -2.370 -2.229 -0.187
Si 1.242 -0.547 0.350 0.898
C 2.612 0.609 1.181 -0.383
C 3.281 1.698 0.662 -0.205
C 3.917 2.576 1.572 -0.186
C 4.392 2.115 2.761 -0.162
C 3.775 0.969 3.302 -0.180
C 2.910 0.221 2.501 -0.244
H 4.009 -4.429 -2.928 0.260
H 2.000 -5.121 -1.571 0.239
H 1.147 -3.716 0.160 0.206
H 3.643 -0.515 -1.245 0.222
H 4.397 -1.861 -2.977 0.246
H 0.840 -1.578 1.436 0.027
H 3.251 1.978 -0.427 0.229
H 4.172 3.615 1.332 0.243
H 5.223 2.617 3.303 0.258
H 4.025 0.637 4.300 0.245
H 2.553 -0.723 2.887 0.218
```

Computed properties:
Total charge = +3
LUMO level (spin up / spin down) = -11.819 / -11.818 eV
Gap between HOMO and LUMO (spin up / spin down) = 4.363 / 4.364 eV
HOMO (spin up / spin down) = -16.182 / -16.182 eV
E = -3294.9719 Eh
Multiplicity = 1

No. 3
DFT (ωB97M-V/def2-TZVPD) results for a gas-phase ion, ClH2NO3P (charge -1).

```
8
Properties=species:S:1:pos:R:3:nbo_charge:R:1
N -0.883 -0.018 0.736 -1.199
O 1.533 -0.879 0.981 -1.148
O 1.192 1.629 0.595 -1.139
O -0.794 -0.545 -2.115 -0.878
P 0.732 0.248 0.452 2.226
Cl 0.716 -0.082 -1.675 0.331
H -0.902 -0.954 0.757 0.391
H -1.595 0.601 0.269 0.416
```

Computed properties:
Total charge = -1
LUMO level = 4.046 eV
Gap between HOMO and LUMO = 8.751 eV
ΔE to the lowest compared entry with this formula, charge and spin = 142.4 kJ/mol
HOMO = -4.705 eV
E = -1083.2861 Eh
Multiplicity = 1

Number 1: F_max 2.08 eV/A. Number 2: F_max 7.63 eV/A. Number 3: F_max 5.35 eV/A.